Below is a structure of composition C3H4NO at a distorted geometry, with properties calculated with ωB97M-V/def2-TZVPD.

Computed properties:
**Frontier orbital gap (spin up / spin down)**: 7.1 / 7.1 eV
**HOMO (spin up / spin down)**: -2.664 / -2.668 eV
**Charge**: -1
**Energy**: -6706.8919 eV
**Maximum force**: 5.0 eV/A

Each line ends with the Löwdin charge.
CARTESIAN COORDINATES (ANGSTROEM)
C: 0.6185 -0.7438 -1.0967  -0.0715
C: 1.5687 -0.6200 -0.2500  -0.2050
C: -1.3664 0.1388 0.0722  -0.1506
N: -1.6273 1.0714 0.8352  -0.2740
O: -1.0406 2.1890 0.8361  -0.2732
H: 1.7374 0.0147 0.5831  0.0371
H: 2.4901 -0.9720 -0.5120  -0.0198
H: -1.9315 -0.8317 0.1849  0.0657
H: -0.4490 -0.2465 -0.6528  -0.1086



Below is the ion C6H4N3O2 with charge -1 at a distorted geometry, with properties calculated with ωB97M-V/def2-TZVPD.

Computed properties:
**Frontier orbital gap**: 8.1 eV
**SMILES string**: CC=C=C=NN1N=C1C(=O)[O-]
**HOMO**: -4.926 eV
**Charge**: -1
**Energy**: -14847.3020 eV
**Maximum force**: 3.6 eV/A

Each line ends with the Löwdin charge.
CARTESIAN COORDINATES (ANGSTROEM)
C: 2.1118 -0.2945 -0.7807  -0.0978
C: 1.9839 0.8449 0.1568  -0.1633
C: 0.7976 1.2431 0.5246  -0.0605
C: -0.3680 1.5185 0.8345  -0.1195
N: -1.6072 1.7276 0.9793  0.0261
N: -2.4573 1.0321 0.2182  -0.0739
N: -1.8155 0.3871 -1.1333  0.1998
C: -2.3066 -0.3055 -0.1829  -0.2565
C: -1.9966 -1.6866 0.4349  -0.7263
O: -2.3833 -2.7529 0.0015  -0.0148
O: -1.2367 -1.4718 1.3961  -0.0311
H: 1.6060 -0.1099 -1.7214  0.0773
H: 3.1886 -0.3793 -1.0230  0.0725
H: 1.6668 -1.1447 -0.3459  0.0658
H: 2.8165 1.3917 0.6412  0.1021



Below is a structure of composition C32H27I2N7OS5Ti, with properties calculated with ωB97M-V/def2-TZVPD.

Computed properties:
**Frontier orbital gap (spin up / spin down)**: 4.2 / 5.1 eV
**HOMO (spin up / spin down)**: -0.845 / -1.777 eV
**Spin multiplicity**: 3
**Charge**: -2
**Energy**: -139600.2084 eV
**Maximum force**: 0.6 eV/A
**<S²>**: 2.031

Each line ends with the Mulliken spin population.
CARTESIAN COORDINATES (ANGSTROEM)
Ti: -0.6854 0.7771 2.0581  0.9629
I: 7.0843 2.3583 2.1178  0.0001
C: 5.0280 2.0134 2.3472  -0.0013
C: 4.4290 2.2414 3.5725  0.0006
C: 3.0732 1.9927 3.7051  -0.0001
I: 2.1211 2.2567 5.5403  0.0000
C: 2.2818 1.5238 2.6405  -0.0012
O: 1.0251 1.2868 2.8098  -0.0119
C: 2.9270 1.3166 1.3961  0.0073
C: 2.1228 0.8697 0.2001  0.0195
N: 1.2811 -0.2994 0.4660  -0.0122
C: 2.0296 -1.5540 0.4815  0.0125
C: 2.3277 -2.1511 1.8403  -0.0033
C: 2.6974 -3.4940 1.9279  0.0042
C: 2.9921 -4.0215 3.1689  0.0001
C: 2.9013 -3.2017 4.2869  0.0003
C: 2.5243 -1.8837 4.0985  -0.0007
N: 2.2601 -1.3669 2.9013  0.0033
C: 4.2835 1.5498 1.2700  -0.0018
H: 5.0015 2.5963 4.4180  0.0000
H: 1.4694 1.6825 -0.1140  -0.0076
H: 2.8247 0.6724 -0.6258  0.0021
H: 0.5400 -0.3560 -0.2245  -0.0115
H: 1.4899 -2.3039 -0.0950  0.0031
H: 2.9978 -1.4126 -0.0247  -0.0016
H: 2.7147 -4.1100 1.0375  0.0006
H: 3.2670 -5.0650 3.2697  0.0000
H: 3.0989 -3.5782 5.2819  0.0001
H: 2.4124 -1.2049 4.9374  -0.0006
H: 4.7620 1.3738 0.3136  0.0000
S: -2.2398 2.2206 3.2504  -0.0302
S: -2.3854 1.3889 5.1490  0.0132
S: -2.6296 -0.6052 4.7519  0.0063
S: -0.8589 -1.1070 3.8089  -0.0111
N: -4.4302 2.7130 -7.5866  0.0337
C: -4.0340 2.5079 -6.5233  -0.0091
C: -3.5390 2.2527 -5.2039  0.0747
C: -2.1641 2.2561 -4.9484  -0.0311
C: -1.6930 2.0091 -3.6772  0.0769
C: -2.5608 1.7364 -2.6012  0.0720
C: -3.9411 1.7435 -2.8827  0.0860
C: -4.4215 1.9986 -4.1489  -0.0342
C: -2.0395 1.4709 -1.2649  0.1302
C: -2.5328 0.3214 -0.5566  -0.0063
C: -3.5186 -0.5863 -0.9877  0.1600
C: -3.6601 -1.5564 0.0191  -0.0167
C: -2.7380 -1.2406 1.0000  0.1053
N: -2.0472 -0.1105 0.6706  0.0359
C: -1.1108 2.4128 -0.7221  -0.0123
C: -0.6918 3.6373 -1.2917  0.1927
C: 0.0737 4.2964 -0.3241  -0.0303
C: 0.0869 3.4665 0.7899  0.1675
N: -0.6063 2.3278 0.5546  0.0091
H: -1.4721 2.4424 -5.7605  -0.0013
H: -0.6269 1.9994 -3.4928  0.0001
H: -4.6356 1.5756 -2.0715  -0.0014
H: -5.4888 2.0196 -4.3313  -0.0010
H: -4.0630 -0.5503 -1.9167  0.0044
H: -4.3326 -2.4003 0.0274  0.0038
H: -2.5062 -1.7633 1.9131  0.0099
H: -0.9581 4.0182 -2.2641  0.0113
H: 0.5448 5.2637 -0.4085  0.0031
H: 0.5486 3.6311 1.7523  0.0136
S: -0.5482 -4.1638 0.6647  0.0032
C: -0.4361 -3.5655 -0.8738  -0.0066
N: 0.1652 -4.1958 -1.9473  0.0001
C: -0.3088 -3.6085 -3.1987  -0.0002
C: -0.8034 -2.2201 -2.7413  -0.0009
N: -0.8582 -2.3643 -1.2980  0.0062
H: 0.2414 -5.1948 -1.8539  0.0000
H: -1.1237 -4.1949 -3.6355  -0.0001
H: 0.4957 -3.5365 -3.9304  0.0000
H: -1.7865 -1.9726 -3.1413  -0.0014
H: -0.1123 -1.4250 -3.0321  0.0000
H: -1.5359 -1.8565 -0.7380  0.0120